Record 1
# C6H27NO8

9 unconnected molecules or ions with the total composition C6H27NO8 in a non-equilibrium geometry (ωB97M-V with the def2-TZVPD basis set, OMol25).

Results
2S+1	1
SMILES string	C/C=C/C(C)=C/N.O.O.O.O.O.O.O.O
HOMO-LUMO gap	7.77	eV
lowest unoccupied orbital energy	0.24	eV
ΔE to the lowest compared entry with this formula, charge and spin	320.0	kJ/mol
highest occupied orbital energy	-0.277	Ha

Last column: natural (NBO) charge in e.
Element x y z (Å)
O 1.127 0.353 3.290  -0.940
O 0.778 -1.898 -2.974  -0.960
O 3.559 0.231 -0.210  -0.963
O -1.473 4.229 -0.136  -0.957
O 2.964 0.392 -2.807  -0.956
O -4.236 1.722 -0.519  -0.931
O -0.410 3.577 2.301  -0.968
O 2.862 -3.039 -0.886  -0.936
N -0.096 1.676 -1.049  -0.838
C -0.709 -0.119 0.388  -0.153
C -0.789 -1.515 0.844  -0.217
C -0.787 -3.993 0.799  -0.658
C 0.023 0.357 -0.644  0.010
C -0.413 -2.634 0.238  -0.144
C -1.671 0.819 1.102  -0.649
H 2.766 -0.422 -3.282  0.474
H 0.794 -0.250 -1.099  0.217
H -0.301 -4.851 0.344  0.218
H -4.388 2.565 -0.086  0.468
H -1.216 -1.548 1.839  0.189
H -0.103 -2.699 -0.782  0.155
H -0.976 2.135 -1.110  0.391
H 1.159 -0.424 2.729  0.480
H -3.292 1.650 -0.668  0.467
H -1.845 -4.145 1.004  0.220
H -0.363 -3.984 1.813  0.216
H 3.195 -2.208 -1.255  0.475
H 3.513 -0.221 0.625  0.480
H -0.558 2.840 1.704  0.481
H -1.453 4.458 0.800  0.497
H -1.566 1.881 1.027  0.194
H 3.849 0.256 -2.463  0.484
H 2.375 -3.353 -1.656  0.463
H 0.103 3.307 3.053  0.488
H 0.235 -2.491 -2.472  0.477
H -1.566 0.615 2.176  0.196
H 0.674 2.089 -1.542  0.397
H 2.748 0.701 -0.368  0.485
H 0.229 0.672 3.272  0.463
H 0.277 -1.508 -3.692  0.486
H -2.636 0.451 0.760  0.238
H -2.386 4.324 -0.411  0.463

Atomic forces in eV per Å
O 0.6 0.2 0.3
O 1.1 0.4 -0.4
O 1.0 -0.2 -0.4
O -0.1 -0.2 -0.2
O -0.2 0.0 -0.5
O -0.4 -0.1 -0.2
O -0.6 0.8 -0.3
O 0.0 0.3 -0.6
N 1.0 -0.6 -0.3
C 0.4 0.8 -0.7
C 0.6 1.1 -0.2
C 1.1 0.5 1.8
C -0.3 0.0 1.0
C -1.6 -1.2 -0.1
C 0.2 -2.0 0.5
H -0.2 0.0 0.0
H 0.0 0.0 -0.3
H -0.3 0.0 -0.5
H 0.1 0.0 0.1
H -0.1 -0.5 0.2
H 0.4 0.6 -0.3
H -0.1 0.3 0.2
H -0.2 -0.1 -0.2
H 0.1 0.1 0.0
H -0.1 0.0 -0.7
H 0.0 -0.3 0.1
H 0.1 0.2 0.5
H -0.3 -0.1 0.5
H 0.6 -0.2 0.2
H 0.2 0.1 0.2
H -0.1 0.2 -0.9
H 0.1 0.1 0.3
H -0.1 -0.3 0.1
H 0.4 -0.4 0.3
H -0.7 -0.2 0.0
H -0.5 -0.1 0.0
H -0.2 0.0 -0.3
H -0.6 0.1 0.1
H -0.4 -0.1 -0.1
H -0.4 -0.2 0.1
H -0.5 0.6 0.6
H -0.2 0.2 -0.1

---

Record 2
# C6H28BO8

6 unconnected molecules or ions with the total composition C6H28BO8 in a non-equilibrium geometry (ωB97M-V with the def2-TZVPD basis set, OMol25).

Results
2S+1	2
⟨S²⟩	0.750
HOMO-LUMO gap (spin up / spin down)	3.48 / 9.97	eV
lowest unoccupied orbital energy (spin up / spin down)	0.15 / 0.13	eV
highest occupied orbital energy (spin up / spin down)	-0.122 / -0.361	Ha

Last column: Löwdin spin population.
Element x y z (Å)
O 1.375 -2.002 -0.916  0.018
O -0.803 -0.544 0.324  0.004
O -0.954 -0.049 -3.449  0.002
O -0.302 1.417 2.672  0.015
O -2.351 -1.388 -1.492  0.001
O 1.698 2.293 4.637  0.011
O 1.166 3.569 -0.065  0.321
O 0.376 -3.370 1.548  0.001
C -0.338 2.693 3.319  0.010
C -2.045 -0.829 -3.882  0.000
C 1.183 3.134 3.575  0.037
C -2.072 -1.962 -2.754  0.000
C 1.634 -3.699 0.825  0.001
C 1.586 -3.396 -0.699  0.002
B -0.422 1.585 -1.132  0.116
H -3.229 -1.016 -1.602  0.000
H -3.021 -0.346 -3.822  0.000
H 2.214 -1.548 -1.025  0.007
H -0.956 3.411 2.781  0.006
H -2.011 -1.366 -4.829  0.000
H 0.533 2.886 -0.295  0.034
H 2.461 -3.143 1.267  0.001
H 0.112 0.879 3.351  0.001
H 1.164 4.191 3.840  0.004
H -1.466 -0.706 -0.351  0.000
H 2.603 -3.604 -1.032  0.000
H 1.899 -4.736 1.030  0.000
H -0.975 2.536 4.189  0.000
H 0.884 -3.962 -1.312  0.000
H -2.803 -2.704 -3.075  0.000
H -0.247 2.429 -1.782  0.015
H -0.498 0.341 0.114  0.001
H 0.018 -1.014 0.162  0.001
H 1.312 4.267 -0.708  0.136
H -0.500 2.074 -0.173  0.013
H -0.311 -3.979 1.267  0.000
H -0.996 0.332 -2.569  0.001
H 0.410 0.901 -1.067  0.014
H -1.115 -2.445 -2.557  0.000
H 1.856 2.989 2.730  0.043
H 2.029 3.192 0.124  0.180
H 2.237 1.582 4.280  0.004
H -1.336 1.106 -1.448  0.002

Atomic forces in eV per Å
O -0.8 0.2 0.2
O 0.3 -0.6 2.8
O 0.5 -0.1 -3.3
O -0.2 0.3 -0.3
O -1.3 0.1 0.1
O -0.4 0.6 0.1
O -0.3 1.6 2.1
O 1.8 0.2 -0.9
C 1.2 -0.1 -0.3
C 0.7 -1.8 4.0
C -1.8 -0.9 0.7
C 0.1 0.2 -1.7
C -1.7 -0.2 -0.1
C 1.2 0.5 1.2
B 0.1 0.6 -0.7
H -0.3 0.3 0.5
H -0.1 0.5 -0.1
H 0.0 0.1 0.0
H 0.6 0.0 -0.8
H 0.9 0.7 -0.3
H -1.5 -1.3 -0.9
H -0.4 0.5 0.1
H 0.0 -0.5 -0.1
H 0.4 -0.1 0.5
H -1.0 -1.1 -1.6
H 0.0 -0.5 -0.3
H -0.2 -0.3 -0.3
H 0.8 0.3 0.9
H -0.2 0.0 0.3
H -0.3 -0.3 0.6
H 0.9 2.6 -2.8
H 0.3 2.4 0.0
H 0.8 -1.6 -0.5
H 0.1 1.4 -1.6
H -1.3 1.0 4.0
H 0.1 -0.2 -0.1
H -0.7 0.1 0.2
H 3.3 -2.4 -0.3
H 0.2 0.1 -0.8
H -0.6 0.2 -0.5
H 2.5 -1.1 0.6
H 0.1 0.2 -0.3
H -3.5 -1.4 -0.4

---

Record 3
# C6H28N2O6

7 unconnected molecules or ions with the total composition C6H28N2O6 in a non-equilibrium geometry (ωB97M-V with the def2-TZVPD basis set, OMol25).

Results
2S+1	1
SMILES string	CCNCCNCC.O.O.O.O.O.O
HOMO-LUMO gap	9.17	eV
lowest unoccupied orbital energy	0.53	eV
ΔE to the lowest compared entry with this formula, charge and spin	240.3	kJ/mol
highest occupied orbital energy	-0.317	Ha

Last column: natural (NBO) charge in e.
Element x y z (Å)
O 2.020 -3.093 0.542  -0.971
O -0.108 -3.649 -0.298  -0.974
O -0.014 -1.469 -1.919  -1.026
O -1.558 3.409 0.006  -0.985
O -1.809 0.622 -2.489  -0.971
O -0.749 3.356 -2.516  -0.979
N 1.812 -0.255 -0.018  -0.669
N -1.569 0.400 0.942  -0.691
C -2.714 0.458 1.850  -0.206
C 3.990 1.041 -0.207  -0.629
C -2.808 -0.782 2.787  -0.626
C 3.206 -0.103 0.439  -0.225
C 0.892 0.579 0.777  -0.231
C -0.324 -0.326 1.261  -0.230
H -0.419 -2.162 -1.379  0.508
H 4.912 1.084 0.387  0.211
H 3.382 1.954 -0.174  0.206
H -2.518 3.470 -0.105  0.478
H -0.566 -0.989 -2.543  0.499
H -3.735 -0.733 3.357  0.212
H 3.695 -1.092 0.300  0.194
H -0.896 3.886 -1.711  0.503
H 0.091 3.672 -2.867  0.466
H -3.613 0.460 1.233  0.195
H 1.751 -2.875 -0.366  0.489
H 2.045 -2.206 0.936  0.487
H -1.861 0.172 0.004  0.388
H -1.992 1.138 -3.282  0.486
H 1.453 0.832 1.691  0.179
H -1.932 -0.924 3.425  0.202
H 0.532 -4.336 -0.559  0.482
H -0.130 -0.693 2.261  0.196
H -1.064 1.079 -2.063  0.494
H 0.216 -3.324 0.549  0.499
H -2.737 1.291 2.544  0.172
H 1.645 -0.039 -0.995  0.392
H 0.520 1.534 0.377  0.185
H 3.227 0.024 1.514  0.185
H -1.368 2.558 0.438  0.503
H -2.905 -1.672 2.144  0.203
H -0.341 -1.214 0.627  0.193
H 4.306 0.887 -1.245  0.209

Atomic forces in eV per Å
O 1.2 0.5 0.5
O -1.4 -0.9 -0.8
O 1.2 0.4 -0.1
O -0.3 0.4 0.3
O 0.3 -0.2 0.1
O 0.4 0.4 -0.2
N 0.0 1.3 1.0
N -0.1 0.8 0.9
C 0.2 -1.8 0.8
C 0.2 -0.5 0.4
C -0.4 -0.3 -1.3
C 0.1 -0.8 -1.6
C -0.2 -1.5 1.5
C 0.2 1.0 -2.1
H -0.4 0.0 -0.5
H -0.1 0.7 -0.2
H 0.4 0.0 0.2
H 0.3 -0.3 0.2
H -0.8 -0.4 0.3
H 0.2 0.1 0.3
H 0.1 0.7 -0.3
H 0.0 -0.6 0.0
H -0.1 0.0 -0.1
H 0.0 0.3 0.1
H 0.3 0.2 0.3
H 0.1 -0.2 -0.3
H 0.0 -0.2 0.0
H 0.1 0.2 0.2
H -0.3 0.3 -0.2
H -0.3 0.2 0.1
H -0.6 0.4 0.3
H -0.6 0.5 0.4
H -0.4 0.2 -0.3
H 0.2 -0.3 0.0
H 0.3 0.7 -0.3
H 0.5 -0.5 0.0
H 0.2 -0.5 -0.4
H -0.3 0.2 0.3
H -0.3 -0.2 -0.1
H 0.2 0.1 0.3
H 0.4 0.0 0.1
H -0.3 -0.3 0.1